# C17H48BrN4O4S

A 5-piece molecular cluster, C17H48BrN4O4S overall (ωB97M-V with the def2-TZVPD basis set, OMol25).

The total energy is -4168.30944 a.u. The charge is +1.

Structure (XYZ):
```
75
C17H48BrN4O4S ωB97M-V with the def2-TZVPD basis set
C -2.44644 2.49344 -0.21758
S -4.09416 1.99845 0.34067
Br -5.49340 3.48304 -0.38950
H -1.74490 2.36604 0.59445
H -2.18117 1.92824 -1.10024
H -2.52358 3.53658 -0.49945
H -4.34446 0.94156 -0.45944
C -1.11729 -2.41643 -4.33068
C -0.56412 -1.64954 -3.13378
C -1.58810 -0.73779 -2.44938
O -1.86321 0.47258 -3.14108
C -2.80272 0.35118 -4.20256
N 0.63352 -0.91552 -3.54389
H -1.21398 -1.78178 -5.21075
H -0.44253 -3.22839 -4.59483
H -2.09661 -2.84706 -4.10911
H -0.26207 -2.38546 -2.38333
H -1.16771 -0.43329 -1.48473
H -2.52623 -1.27569 -2.24445
H -3.57273 -0.39299 -3.97774
H -2.31290 0.09404 -5.14219
H -3.28224 1.32159 -4.33417
H 1.05302 -0.49188 -2.72267
H 0.33317 -0.12714 -4.11078
C 1.71028 -1.55269 1.73834
C 2.34394 -0.94769 0.49059
C 3.75271 -0.38418 0.71039
O 3.78445 0.85341 1.38846
C 3.74774 0.77963 2.80585
N 1.43798 0.06643 -0.06742
H 1.36089 -0.78522 2.42881
H 0.84767 -2.16047 1.46472
H 2.41679 -2.19125 2.26911
H 2.43687 -1.74813 -0.24899
H 4.19528 -0.18967 -0.26996
H 4.39460 -1.11528 1.21694
H 4.28670 -0.09770 3.17353
H 2.71987 0.75786 3.17948
H 4.23328 1.67050 3.19997
H 1.82027 0.39059 -0.95164
H 1.49881 0.88452 0.53420
C 7.35688 4.42253 7.01403
C 6.21820 3.40969 7.06267
C 6.28748 2.33966 5.96552
O 5.89938 2.78360 4.67842
C 6.90527 3.45347 3.93830
N 4.93988 4.12633 7.06521
H 7.21375 5.15564 6.22070
H 7.40719 4.97178 7.95265
H 8.31859 3.93086 6.85743
H 6.29529 2.87680 8.01465
H 5.58001 1.54613 6.22174
H 7.28474 1.88348 5.92105
H 7.89491 3.03745 4.14412
H 6.91204 4.52579 4.14459
H 6.68106 3.31340 2.88095
H 4.18235 3.46797 7.22148
H 4.78161 4.48553 6.12783
C -7.52653 -4.43519 -3.18055
C -6.96696 -3.83140 -4.46446
C -5.57780 -3.20246 -4.30141
O -5.56925 -1.94164 -3.64357
C -5.60223 -2.00100 -2.23570
N -7.94858 -2.89820 -5.02079
H -7.90306 -3.66934 -2.50196
H -8.36171 -5.09304 -3.41228
H -6.77087 -5.02145 -2.65385
H -6.84821 -4.64587 -5.18379
H -5.17073 -3.00816 -5.29601
H -4.88814 -3.89120 -3.79614
H -5.05460 -2.86764 -1.85415
H -6.62416 -2.01999 -1.85039
H -5.11729 -1.09204 -1.86160
H -7.64675 -2.58823 -5.93974
H -7.94906 -2.05770 -4.45009
```

Now the Mulliken charges, all in e: C -0.5678; S 0.1431; Br 0.1593; H 0.3074; H 0.1465; H 0.4451; H 0.3067; C -1.3763; C 0.2278; C -0.1607; O -0.4111; C -0.5186; N -0.6696; H 0.3049; H 0.3901; H 0.2334; H 0.3916; H 0.3306; H 0.0859; H 0.1952; H 0.2207; H 0.2678; H 0.1623; H 0.3433; C -1.5369; C 0.4653; C -0.8330; O -0.3895; C -0.4813; N -0.5018; H 0.3026; H 0.3454; H 0.3701; H 0.3611; H 0.3396; H 0.4545; H 0.2739; H 0.2007; H 0.1426; H 0.2394; H 0.2690; C -1.4009; C 0.3891; C -0.7954; O -0.2244; C -0.7505; N -0.7208; H 0.2896; H 0.3490; H 0.3462; H 0.3915; H 0.3402; H 0.3998; H 0.3453; H 0.2513; H 0.2399; H 0.2647; H 0.3072; C -1.4018; C 0.2010; C -0.6198; O -0.3880; C -0.0816; N -0.7024; H 0.2954; H 0.3508; H 0.3477; H 0.4331; H 0.3188; H 0.4257; H 0.3661; H 0.3125; H -0.4395; H 0.2798; H 0.3010